75
Properties=species:S:1:pos:R:3:forces:R:3:mulliken_charge:R:1 method="wB97M-V/def2-TZVPD" charge=-1 orbital_gap_ev=2.5692 homo_energy_ha=-0.124 relative_energy_kj_mol=994.4 total_energy_ev=-53408.0685 lumo_energy_ev=-0.818
N 1.352678 -0.485906 0.316927 -1.40 0.76 -0.34 -0.50
H 1.810848 -0.010876 -0.447613 1.54 -0.36 -0.08 0.37
H 1.558368 -0.147686 1.246117 0.60 0.24 0.36 0.37
H 1.320258 -1.495216 0.297927 0.41 -0.66 -0.33 0.40
H 0.428898 -0.145106 0.092027 -1.21 -0.24 0.46 0.37
C 3.002358 -7.055346 -2.752843 -2.51 0.55 2.25 -0.06
O 2.304128 -7.724666 -3.734463 -0.63 -1.45 -3.03 -0.24
O 1.985348 -6.709946 -1.814653 3.97 -0.66 -1.52 -0.90
C 4.193888 -8.053826 -2.256633 -1.91 0.47 0.59 0.74
F 3.677798 -9.076276 -1.581533 -0.65 -1.19 -0.18 -0.29
F 5.106468 -8.578346 -3.115493 -0.39 -0.16 -1.30 -0.30
F 4.955448 -7.462516 -1.381803 1.51 2.02 1.74 -0.30
C 2.772468 -7.869396 -5.119173 -0.98 -1.60 2.49 -0.18
C 1.672898 -8.736456 -5.796823 0.76 1.27 -0.76 -1.19
H 0.779758 -8.112736 -5.833833 -0.20 -0.30 -0.05 0.27
H 2.026068 -8.914936 -6.812453 -0.18 0.13 -0.40 0.39
H 1.431488 -9.734816 -5.431993 0.35 0.35 0.78 0.30
H 3.705248 -8.432846 -5.095723 0.29 0.21 -0.30 0.25
H 2.900558 -6.886046 -5.571623 -0.06 0.02 -0.26 0.29
H 3.487188 -6.193406 -3.211213 0.67 0.58 -0.05 0.22
C -4.047712 -3.220026 6.828527 3.20 -2.18 -3.05 -0.13
O -4.893512 -4.310196 7.210327 -1.77 0.02 1.98 -0.21
O -3.772652 -3.477066 5.461027 -1.08 2.32 3.07 -0.89
C -4.381872 -1.753986 7.315037 -2.37 -1.46 -1.06 0.81
F -4.743472 -1.577116 8.627787 0.75 -0.38 0.21 -0.28
F -3.508782 -0.838976 7.025417 3.07 0.75 0.34 -0.29
F -5.417992 -1.309086 6.638327 -2.79 0.23 -0.99 -0.30
C -5.411232 -4.370236 8.551877 -1.87 0.58 0.50 -0.24
C -6.377752 -5.607236 8.689837 2.41 0.16 -2.43 -1.16
H -7.236632 -5.674246 9.357607 0.51 0.36 0.16 0.33
H -6.656202 -5.675826 7.638237 -1.00 -0.03 -0.01 0.33
H -5.669832 -6.436036 8.683877 -0.40 -0.63 0.91 0.28
H -6.048252 -3.511176 8.762387 0.00 0.39 -0.23 0.24
H -4.695642 -4.336296 9.373377 0.73 -0.26 -0.26 0.32
H -3.116712 -3.442936 7.349727 0.67 0.26 0.83 0.17
C 4.330678 3.496664 3.932017 -0.94 -0.51 1.05 -0.50
O 4.073098 2.095184 4.258477 0.03 0.49 -1.72 -0.53
H 5.344528 3.851724 4.116767 -0.10 -0.18 0.45 0.24
H 4.106538 3.795714 2.908087 0.11 -1.15 -0.43 0.22
H 3.539328 4.032784 4.455897 0.56 0.55 0.54 0.26
H 4.473618 1.738414 5.054647 0.31 0.78 0.06 0.31
C -5.592562 4.035614 0.218757 -1.07 2.04 -0.16 -1.47
C -4.090532 4.362034 0.210727 -1.71 0.86 1.71 0.56
C -3.514362 5.352374 1.271827 -1.48 -0.31 1.78 -0.79
O -4.003452 6.711394 1.199537 0.30 -0.17 -1.74 -0.31
C -3.399122 7.689704 2.035297 -0.05 -2.12 1.24 -0.77
N -3.496282 3.055414 0.405877 1.97 -0.26 -1.32 -0.77
H -5.913402 3.196534 -0.398583 0.64 -0.24 -0.07 0.44
H -6.143802 4.866274 -0.221973 -0.26 0.29 0.19 0.33
H -6.021342 3.874984 1.207927 0.29 -0.04 0.19 0.35
H -3.876282 4.968264 -0.669433 0.50 -1.13 -0.87 0.21
H -2.449242 5.121024 1.281267 0.48 0.99 -0.43 0.37
H -3.832892 5.092804 2.281407 -0.08 -0.81 0.28 0.35
H -4.016192 8.584544 2.116467 0.49 0.17 -0.99 0.27
H -2.319432 7.709584 1.887107 0.00 0.98 -0.63 0.32
H -3.442132 7.327284 3.062377 -0.14 -0.32 0.52 0.31
H -3.894322 2.524354 -0.355463 0.39 -0.48 -0.11 0.29
H -3.831772 2.566704 1.223607 -0.24 0.49 0.40 0.30
C 5.334028 2.802834 -4.888143 -0.82 2.31 -0.28 -1.19
C 3.951988 3.509174 -5.173313 0.62 -1.42 -1.09 0.23
C 3.877618 4.379334 -6.509003 -0.40 -0.26 0.84 -0.59
O 4.644378 5.563674 -6.422953 0.45 -0.06 -0.13 -0.33
C 4.064668 6.625534 -7.147933 0.02 1.08 1.18 -0.80
N 3.024238 2.354524 -5.127853 -0.12 0.87 0.04 -0.65
H 6.102278 3.569444 -4.989203 0.28 -0.07 0.20 0.32
H 5.578198 2.022604 -5.609053 -0.32 -0.23 0.29 0.36
H 5.232908 2.512874 -3.842293 0.49 -0.55 -0.28 0.31
H 3.696058 4.117454 -4.305793 0.14 0.36 -0.22 0.30
H 2.859418 4.703114 -6.724723 -0.55 -0.26 0.51 0.38
H 4.129288 3.828874 -7.415513 0.51 -0.53 0.07 0.26
H 4.044038 6.545294 -8.234773 -0.13 -0.44 0.01 0.29
H 4.566208 7.558644 -6.891283 0.81 -0.22 -0.18 0.29
H 3.104608 6.870934 -6.693883 -0.73 -0.48 -0.53 0.36
H 3.208068 1.706364 -5.880313 -0.14 -0.01 -0.12 0.23
H 2.057448 2.646724 -5.135073 -0.13 -0.08 -0.28 0.23

74
Properties=species:S:1:pos:R:3:forces:R:3:mulliken_charge:R:1 method="wB97M-V/def2-TZVPD" charge=+1 orbital_gap_ev=8.3036 homo_energy_ha=-0.419 total_energy_ev=-133965.2285 lumo_energy_ev=-3.110
C 2.313688 0.805132 1.431000 1.09 0.42 0.36 -1.34
C 0.634453 0.706113 1.547652 4.74 2.83 -1.15 0.51
C 0.519974 2.045502 2.421371 0.41 0.98 1.36 -1.08
C -0.814163 2.787359 2.861872 -0.95 0.97 1.64 -0.22
C -0.432596 4.385394 3.183486 1.36 -1.58 1.39 -0.78
Br -2.058747 5.567347 3.309160 1.35 -0.99 -0.34 -0.16
C 0.185379 0.590538 -0.074738 0.78 -3.91 1.28 0.85
C 1.309667 0.114337 -1.168034 2.84 1.28 0.43 0.27
C 0.926417 -0.362571 -2.639408 0.23 0.65 -1.65 -0.96
C -0.441025 -1.142373 -2.975024 0.30 -0.47 -1.50 0.42
C -0.812425 -0.820095 -4.576713 -0.85 -1.12 0.45 -0.35
O -0.989032 -2.119421 -5.304789 -1.28 0.63 2.09 -0.57
Si -0.998767 2.002347 -0.757223 -1.30 1.44 -0.82 0.03
C -1.191835 2.140303 -2.656615 -0.85 0.62 -1.22 -0.88
C -0.347788 3.802305 -0.300844 0.00 0.78 -0.15 -0.69
C -2.859800 1.736843 -0.171115 -1.17 -0.73 -0.13 -0.97
O -0.465134 -0.756950 0.139191 -0.28 -0.93 0.51 -0.18
C 0.044265 -1.650047 1.190294 -1.11 -1.12 -2.16 -0.24
C 1.209222 -2.759886 0.903667 2.35 -0.01 0.02 -1.28
C 1.051924 -3.645888 -0.460745 0.50 -1.10 -0.35 -0.34
C 2.479188 -3.622486 -1.332674 -1.01 0.50 1.15 -0.51
S 2.391023 -4.955729 -2.692305 -0.75 1.11 0.30 -0.22
B -1.263808 -2.686120 1.371260 -2.37 -1.52 0.88 0.80
N -2.576131 -2.298741 0.653747 1.25 -1.88 0.24 -0.61
O -1.249098 -3.928106 2.163845 -1.70 3.18 -1.15 -0.71
N 0.282532 -0.602140 2.302001 0.69 0.35 0.57 0.81
S 1.534863 -1.223775 3.420467 2.75 -0.17 0.32 -0.18
B -0.885739 -0.687348 3.242205 -4.74 0.06 4.46 0.28
N -2.256847 -0.009045 3.135961 3.54 -1.84 -1.79 -0.41
O -0.774020 -1.473184 4.528519 -0.52 2.67 -1.91 -0.65
H 2.819730 1.132956 2.449972 -1.27 -0.81 -2.00 0.39
H 2.601336 1.699702 0.691392 -0.88 -2.27 1.41 0.37
H 2.828213 -0.187576 1.128778 -0.98 1.89 0.29 0.25
H 1.061833 1.805676 3.465082 -1.04 0.41 -2.32 0.25
H 1.240063 2.864677 1.930383 -1.71 -2.07 0.88 0.42
H -1.766954 2.725186 2.201918 1.97 0.07 0.82 -0.04
H -1.147868 2.366971 3.930727 0.55 0.84 -2.49 0.35
H 0.412073 4.801461 2.489375 -2.07 -0.56 1.03 0.39
H 0.028809 4.356727 4.284149 -1.06 0.34 -2.46 0.45
H 2.036248 -0.752439 -0.780154 -1.93 2.03 -0.21 -0.25
H 2.035631 1.055179 -1.306885 -1.44 -2.11 0.03 0.13
H 0.996559 0.579591 -3.371533 -0.29 -2.02 1.81 0.24
H 1.804565 -1.063950 -3.054579 -1.84 1.58 1.15 0.30
H -1.375144 -0.899760 -2.313810 1.97 -0.48 -1.04 -0.04
H -0.195640 -2.311012 -2.997657 -0.80 2.51 0.33 0.05
H 0.045925 -0.260867 -5.140345 -1.80 -1.00 1.17 0.25
H -1.862226 -0.282586 -4.628680 2.37 -0.62 -0.01 0.23
H -1.734801 -2.606496 -4.806881 1.73 1.16 -1.28 0.31
H -1.841288 1.250678 -3.047607 1.53 1.62 0.36 0.02
H -1.876066 3.106972 -2.832902 1.41 -2.02 0.60 0.39
H -0.218849 2.361640 -3.265077 -1.85 -0.75 1.05 0.32
H 0.772787 3.808946 0.029525 -2.16 0.20 -0.29 0.24
H -0.416779 4.549805 -1.225392 0.09 -1.87 1.84 0.44
H -1.107197 4.211561 0.488876 1.82 -0.51 -1.15 0.10
H -3.623878 1.834173 -1.085037 1.88 -0.12 1.83 0.47
H -3.013890 0.613037 0.201251 0.24 2.44 -0.50 0.22
H -3.212752 2.538761 0.601600 0.61 -1.68 -1.19 0.40
H 1.301404 -3.564214 1.783087 -0.65 2.13 -1.65 0.53
H 2.300241 -2.276768 0.845951 -2.42 -0.82 0.15 0.37
H 0.914387 -4.793757 -0.162042 0.21 2.61 -0.59 0.37
H 0.153810 -3.383356 -1.151325 1.60 -0.14 1.32 0.15
H 2.727345 -2.568344 -1.775562 -0.59 -2.02 0.83 0.13
H 3.316679 -3.892702 -0.536219 -1.58 0.24 -2.07 0.43
H 1.203379 -4.626921 -3.416113 1.47 0.05 1.23 0.15
H -2.521384 -2.806459 -0.279380 -0.22 1.16 1.13 0.21
H -3.403545 -2.723817 1.127541 0.85 0.23 -0.54 0.26
H -2.236322 -4.142082 2.310146 2.36 0.08 -0.43 0.30
H 1.776239 -0.229226 4.400596 -1.00 -0.64 -1.37 0.23
H -2.227931 0.481083 2.219432 -1.00 -0.41 0.73 -0.03
H -2.969491 -0.771263 3.167660 0.50 1.21 0.00 0.29
H -1.119255 -0.924575 5.293736 0.05 -0.98 -1.49 0.33
O 3.349584 1.700998 -3.296072 0.39 -0.06 -0.20 -0.57
H 3.416241 1.353132 -4.198013 -0.04 0.12 0.27 0.30
H 4.262542 1.929642 -3.065385 -0.29 -0.02 -0.08 0.27